DFT (ωB97M-V/def2-TZVPD) results for a 7-piece molecular cluster, C26H54O11S overall.

Last column: Mulliken charge in e.
Cartesian coordinates (Å):
C (-3.3930, -0.2605, 1.4720)  -0.901
C (-4.2170, -1.5086, 1.8055)  -0.265
O (-4.5163, -1.4823, 3.2200)  -0.297
S (-5.1238, -2.8737, 3.9825)  1.111
C (-3.5927, -3.8163, 4.2208)  -0.865
O (-5.6782, -2.4514, 5.2751)  -0.594
O (-5.8263, -3.6001, 2.9615)  -0.584
H (-3.0727, -0.4837, 0.4543)  0.337
H (-2.5361, -0.1668, 2.1391)  0.318
H (-4.0762, 0.5791, 1.5997)  0.185
H (-5.0161, -1.4086, 1.0710)  0.250
H (-3.7924, -2.4938, 1.6128)  0.326
H (-2.9064, -3.1373, 4.7269)  0.295
H (-3.3121, -4.0719, 3.1990)  0.295
H (-3.8306, -4.5757, 4.9656)  0.389
C (-0.4291, 3.4753, -0.3951)  -0.745
O (-0.3604, 2.2468, 0.3511)  -0.325
C (-0.0860, 1.0708, -0.2782)  0.833
O (0.1727, 0.8295, -1.4569)  -0.602
O (-0.0140, 0.1574, 0.7523)  -0.355
C (0.5017, -1.1375, 0.5312)  -0.424
H (-1.4912, 3.5713, -0.6203)  0.164
H (0.0501, 3.4698, -1.3741)  0.482
H (0.0098, 4.1718, 0.3193)  0.321
H (0.3423, -1.7670, 1.4066)  0.239
H (1.5855, -1.1758, 0.4222)  -0.038
H (0.0107, -1.6082, -0.3206)  0.419
C (3.7859, -1.2484, -1.3454)  0.924
C (5.1598, -1.4306, -1.9879)  -0.849
C (5.9674, -0.2098, -1.4901)  -0.457
O (5.0505, 0.7165, -0.9700)  -0.463
C (3.6839, 0.2360, -1.1327)  -0.274
H (3.8212, -1.7757, -0.3921)  -0.823
H (3.0441, -1.7205, -1.9895)  0.198
H (5.0314, -1.4044, -3.0700)  0.360
H (5.6086, -2.3941, -1.7460)  0.346
H (6.3697, 0.2735, -2.3805)  0.299
H (6.6935, -0.5115, -0.7352)  0.298
H (3.3056, 0.6669, -2.0597)  0.279
H (2.9805, 0.4707, -0.3338)  0.174
C (-0.3988, 6.1709, -3.5301)  -0.382
C (-1.6519, 5.6268, -4.0974)  -0.446
C (-2.1455, 6.7949, -4.9150)  -0.393
O (-1.1271, 7.8266, -4.7117)  -0.415
C (0.0739, 7.2355, -4.5004)  -0.462
H (0.4062, 5.4365, -3.4995)  0.272
H (-0.5204, 6.6415, -2.5544)  0.178
H (-2.3278, 5.2958, -3.3089)  0.202
H (-1.5324, 4.6518, -4.5697)  0.282
H (-3.0274, 7.1631, -4.3909)  0.279
H (-2.3048, 6.5702, -5.9697)  0.266
H (0.7022, 7.9689, -3.9951)  0.311
H (0.4082, 6.8026, -5.4433)  0.312
C (3.7610, -5.0631, 2.8676)  -0.601
C (5.0545, -4.1633, 2.8716)  -0.500
C (4.4779, -2.9068, 2.2133)  -0.278
O (3.0499, -2.8812, 2.3087)  -0.350
C (2.6849, -4.1666, 2.1712)  -0.088
H (3.5338, -5.2851, 3.9103)  0.272
H (3.8625, -5.9525, 2.2458)  0.326
H (5.9012, -4.6238, 2.3624)  0.330
H (5.3032, -3.9307, 3.9071)  0.228
H (4.9199, -2.6755, 1.2441)  -0.011
H (4.8256, -2.0335, 2.7653)  0.385
H (2.5184, -4.1792, 1.0941)  -0.115
H (1.7216, -4.2830, 2.6679)  0.355
C (0.4209, -5.6793, -1.4656)  -0.658
C (0.9082, -4.3228, -1.7854)  1.048
C (1.3587, -4.3875, -3.2324)  -0.704
O (1.4700, -5.7916, -3.6086)  -0.457
C (0.3938, -6.4451, -2.8446)  -0.411
H (-0.5298, -5.5691, -0.9440)  0.349
H (1.0535, -6.2125, -0.7560)  0.240
H (1.6603, -3.9427, -1.0940)  -0.569
H (0.1001, -3.5914, -1.7750)  0.012
H (2.2068, -3.7811, -3.5500)  0.323
H (0.5379, -4.0353, -3.8572)  0.316
H (0.7916, -7.4579, -2.7820)  0.287
H (-0.5119, -6.3980, -3.4492)  0.271
C (-2.6363, 4.7789, 2.7895)  -0.372
C (-3.9431, 4.2386, 3.3413)  -0.376
C (-4.8974, 4.4513, 2.2401)  -0.466
O (-4.5403, 5.6821, 1.5797)  -0.438
C (-3.1267, 5.6758, 1.5635)  -0.274
H (-1.9303, 4.0174, 2.4580)  0.076
H (-2.1820, 5.4185, 3.5463)  0.320
H (-4.1768, 4.8549, 4.2094)  0.238
H (-4.0303, 3.1816, 3.5929)  0.291
H (-5.9274, 4.5831, 2.5716)  0.347
H (-4.8719, 3.6101, 1.5473)  0.218
H (-2.7206, 6.6870, 1.5379)  0.338
H (-2.9501, 5.1727, 0.6128)  0.109

Forces on atoms 1 to 2 (eV/Å):
0.0299 -1.5362 0.8248
0.3398 -0.0676 -0.0186

## Properties
Highest occupied orbital energy (eV): -9.642
Total charge: 0
F_max (eV/A): 4.2
Energy relative to the best compared isomer or geometry (same formula, charge and spin) (kJ/mol): 214.48

---

DFT (ωB97M-V/def2-TZVPD) results for a 3-piece molecular cluster, C23H47N6O5S overall.

Last column: Mulliken charge in e.
Cartesian coordinates (Å):
N (0.6486, 8.7792, -4.1176)  -0.340
C (0.2346, 8.2291, -5.2663)  0.590
N (0.9814, 8.1553, -6.3836)  -0.571
C (0.2201, 7.5447, -7.2594)  -0.007
N (-0.9725, 7.2421, -6.7477)  -0.294
N (-0.9715, 7.6563, -5.4485)  0.419
C (-2.1068, 7.4177, -4.5524)  -0.841
C (-2.2509, 5.9351, -4.2407)  -0.597
C (-1.0639, 5.3888, -3.4428)  -0.739
S (-0.5543, 3.7616, -3.9620)  1.202
O (-1.5975, 3.1642, -4.7331)  -0.645
O (0.0179, 3.0685, -2.8592)  -0.614
O (0.6182, 4.2258, -4.9553)  -0.495
H (0.0221, 9.2113, -3.4633)  0.229
H (1.6401, 8.8592, -3.9659)  0.239
H (0.4846, 7.3095, -8.2774)  0.432
H (-1.7686, 6.7786, -7.1606)  0.202
H (-3.0041, 7.8131, -5.0278)  0.341
H (-1.9152, 8.0013, -3.6554)  0.274
H (-3.1808, 5.7726, -3.6985)  0.441
H (-2.3508, 5.3795, -5.1744)  0.475
H (-0.1807, 6.0229, -3.5179)  0.337
H (-1.2958, 5.2924, -2.3832)  0.538
H (1.1369, 3.4498, -5.2221)  0.378
C (-0.1806, 1.3451, 3.4252)  -1.841
C (-1.4396, 0.5503, 3.0568)  1.914
C (-1.0746, -0.8499, 2.5595)  -1.517
C (-0.3890, -0.8372, 1.1955)  0.393
C (-1.2356, -0.1026, 0.1567)  -1.485
C (-1.6922, 1.2959, 0.5943)  1.863
N (-2.2432, 1.2308, 1.9876)  0.528
O (-3.4875, 0.9259, 2.0212)  -0.637
C (-0.5466, 2.3085, 0.4807)  -1.537
C (-2.8055, 1.7856, -0.3280)  -1.911
C (-2.2953, 0.4619, 4.3152)  -1.860
H (0.2095, 0.9573, 4.3662)  0.469
H (0.6215, 1.2648, 2.6980)  0.289
H (-0.4174, 2.4005, 3.5667)  0.380
H (-1.9881, -1.4489, 2.4927)  0.348
H (-0.4356, -1.3277, 3.3055)  0.361
H (0.6058, -0.3884, 1.2670)  0.320
H (-0.2321, -1.8653, 0.8639)  -0.192
H (-0.6822, 0.0006, -0.7806)  0.403
H (-2.1229, -0.7041, -0.0633)  0.358
H (-0.8378, 3.2576, 0.9363)  0.399
H (-0.3540, 2.4794, -0.5778)  0.247
H (0.3843, 1.9856, 0.9360)  0.229
H (-3.6244, 1.0750, -0.3902)  0.388
H (-2.3863, 1.9238, -1.3274)  0.384
H (-3.2085, 2.7370, 0.0231)  0.479
H (-2.5966, 1.4553, 4.6498)  0.477
H (-1.7046, -0.0060, 5.1037)  0.394
H (-3.1911, -0.1309, 4.1551)  0.388
C (3.9949, -5.9148, 1.6740)  -1.709
C (3.0915, -6.4291, 2.8014)  1.612
C (2.4933, -7.7926, 2.4457)  -1.289
C (1.4585, -7.7152, 1.3257)  -0.478
C (0.3514, -6.7170, 1.6620)  -1.313
C (0.8604, -5.3318, 2.0840)  1.832
N (1.9603, -5.4858, 3.0934)  0.490
O (1.5288, -5.5769, 4.2964)  -0.624
C (1.3257, -4.5273, 0.8638)  -1.726
C (-0.2674, -4.5431, 2.7396)  -2.009
C (3.9552, -6.5362, 4.0530)  -1.844
H (4.9247, -6.4839, 1.6898)  0.472
H (3.5733, -6.0332, 0.6807)  0.294
H (4.2397, -4.8626, 1.8245)  0.350
H (2.0196, -8.2071, 3.3408)  0.376
H (3.3079, -8.4683, 2.1737)  0.392
H (1.9357, -7.4549, 0.3769)  0.319
H (1.0138, -8.7009, 1.1787)  0.396
H (-0.3145, -6.5868, 0.8051)  0.358
H (-0.2561, -7.1256, 2.4750)  0.402
H (1.8215, -3.6073, 1.1787)  0.389
H (0.4515, -4.2572, 0.2696)  0.430
H (1.9974, -5.0721, 0.2081)  0.257
H (-0.7303, -5.0966, 3.5517)  0.512
H (-1.0358, -4.3324, 1.9923)  0.509
H (0.0978, -3.5973, 3.1395)  0.362
H (4.3458, -5.5588, 4.3388)  0.440
H (4.7964, -7.1971, 3.8386)  0.426
H (3.4008, -6.9415, 4.8941)  0.389

Forces on atoms 1 to 2 (eV/Å):
-0.0293 -0.2583 -0.0279
-0.0632 0.0648 0.1062

## Properties
2S+1: 3
Highest occupied orbital energy (alpha / beta) (eV): -9.033 / -10.235
Total charge: +1
F_max (eV/A): 0.8

---

DFT (ωB97M-V/def2-TZVPD) results for C6H9CdO6 as an isolated structure.

Last column: Mulliken charge in e.
Cartesian coordinates (Å):
Cd (0.0200, -0.0961, 0.4498)  0.379
C (-2.5184, -1.4705, -2.3793)  -1.053
C (-1.7985, -0.7523, -1.2199)  1.171
O (-0.9450, 0.0545, -1.4842)  -0.675
O (-1.8637, -1.1240, -0.0320)  -0.823
H (-2.2499, -0.9639, -3.3063)  0.274
H (-3.6021, -1.4490, -2.2644)  0.298
H (-2.1106, -2.4756, -2.4862)  0.262
C (3.5871, -1.4872, -0.9376)  -1.104
C (2.3425, -0.8902, -0.2421)  1.238
O (1.5669, -1.5834, 0.5071)  -0.773
O (2.0352, 0.3141, -0.3140)  -0.655
H (4.4936, -1.3711, -0.3435)  0.267
H (3.5867, -1.0567, -1.9390)  0.283
H (3.5916, -2.5548, -1.1576)  0.317
C (-1.1527, 2.8686, 2.8830)  -1.132
C (-0.5301, 1.8009, 1.9514)  1.263
O (-0.3442, 1.9290, 0.7368)  -0.664
O (-0.1221, 0.7260, 2.4023)  -0.757
H (-2.0893, 2.5948, 3.3687)  0.292
H (-1.4301, 3.6739, 2.2028)  0.307
H (-0.4668, 3.3131, 3.6042)  0.285

Forces on atoms 1 to 2 (eV/Å):
0.1923 -1.6319 0.1011
0.0701 0.7898 0.1637

## Properties
Highest occupied orbital energy (eV): -5.202
Total charge: -1
F_max (eV/A): 5.1
Energy relative to the best compared isomer or geometry (same formula, charge and spin) (kJ/mol): 0.00